C43H39IrN2O6SSe2Te2 | wB97M-V/def2-TZVPD

Values from the calculation:
- Multiplicity: 5
- E_HOMO (alpha / beta): 0.30 / -2.08 eV
- Frontier orbital gap (alpha / beta): 3.3 / 4.9 eV
- Charge: -2

Last column: Löwdin charge in e.
Atoms and positions in Å:
1 Ir 0.1400 -0.5577 -0.6365  1.305
2 O 1.2755 -2.0612 -1.0589  -0.396
3 C 0.7627 -3.3247 -1.3910  -0.469
4 C -0.1701 -3.8160 -0.2645  -0.075
5 C -1.4866 -3.0911 -0.1609  -0.303
6 C -2.5975 -3.7205 0.3129  -0.088
7 C -3.8511 -3.0532 0.3986  -0.122
8 C -3.8848 -1.7469 -0.1340  -0.084
9 C -2.7626 -1.1485 -0.6225  -0.281
10 C -2.7825 0.2176 -1.2527  -0.083
11 C -2.1530 1.3284 -0.3763  -0.461
12 O -0.7877 1.0890 -0.1828  -0.362
13 C -2.2282 2.7168 -1.0200  -0.143
14 C -1.6279 3.7758 -0.3401  -0.017
15 C -1.6348 5.0559 -0.8626  -0.083
16 C -2.2497 5.3063 -2.0848  -0.114
17 C -2.8361 4.2602 -2.7772  -0.099
18 C -2.8195 2.9722 -2.2500  -0.032
19 C -2.8693 1.3600 0.9761  -0.142
20 C -2.3208 0.7249 2.0814  -0.011
21 C -2.9955 0.7026 3.2942  -0.070
22 C -4.2326 1.3163 3.4185  -0.114
23 C -4.7926 1.9495 2.3153  -0.103
24 C -4.1139 1.9708 1.1066  -0.034
25 N -1.5102 -1.7802 -0.6040  -0.057
26 C 0.1064 -3.2606 -2.7699  -0.169
27 C -1.0454 -3.9595 -3.1060  -0.028
28 C -1.5831 -3.8648 -4.3849  -0.092
29 C -0.9751 -3.0695 -5.3431  -0.115
30 C 0.1757 -2.3632 -5.0122  -0.082
31 C 0.7091 -2.4604 -3.7387  -0.022
32 C 1.9614 -4.2840 -1.4229  -0.123
33 C 2.1565 -5.2328 -2.4191  -0.025
34 C 3.2356 -6.1089 -2.3661  -0.105
35 C 4.1352 -6.0468 -1.3140  -0.119
36 C 3.9386 -5.1098 -0.3062  -0.078
37 C 2.8613 -4.2418 -0.3597  -0.024
38 H 0.3963 -3.6937 0.6675  0.082
39 H -0.3656 -4.8863 -0.3758  0.124
40 H -2.4982 -4.7555 0.6221  0.097
41 H -4.7344 -3.5386 0.7865  0.060
42 H -4.8124 -1.1854 -0.1660  0.099
43 H -3.8150 0.4773 -1.4937  0.115
44 H -2.2080 0.1914 -2.1867  0.121
45 H -1.1253 3.5756 0.5985  0.120
46 H -1.1323 5.8535 -0.3291  0.095
47 H -2.2509 6.3069 -2.5009  0.087
48 H -3.2960 4.4358 -3.7429  0.090
49 H -3.2560 2.1676 -2.8233  0.102
50 H -1.3711 0.2175 1.9897  0.044
51 H -2.5455 0.1849 4.1326  0.098
52 H -4.7602 1.3005 4.3644  0.086
53 H -5.7594 2.4327 2.3980  0.088
54 H -4.5536 2.4745 0.2528  0.115
55 H -1.5520 -4.5577 -2.3606  0.110
56 H -2.4942 -4.4017 -4.6219  0.092
57 H -1.4031 -2.9839 -6.3349  0.086
58 H 0.6457 -1.7164 -5.7432  0.096
59 H 1.5830 -1.8845 -3.4613  0.122
60 H 1.4696 -5.2851 -3.2547  0.108
61 H 3.3754 -6.8338 -3.1597  0.089
62 H 4.9785 -6.7258 -1.2744  0.086
63 H 4.6286 -5.0456 0.5262  0.097
64 H 2.7093 -3.5175 0.4289  0.075
65 Se 1.3288 -0.2490 1.7094  -0.172
66 Te 0.9881 -2.0225 3.4595  0.022
67 Te 4.9894 -1.3374 2.5424  0.188
68 Se 3.4960 -0.6329 0.7819  -0.125
69 C 1.6920 1.3637 6.4082  -0.054
70 C 1.9723 2.1563 5.1620  -0.268
71 C 3.0758 1.8428 4.3721  -0.057
72 C 3.3117 2.5116 3.1866  -0.083
73 C 2.4360 3.5125 2.7808  -0.286
74 C 1.3455 3.8577 3.5626  -0.050
75 C 1.1253 3.1809 4.7547  -0.035
76 S 2.6234 4.2698 1.1932  0.628
77 O 1.3916 4.9701 0.9166  -0.317
78 O 3.8504 5.0260 1.1184  -0.313
79 N 2.8275 2.9180 0.3134  -0.139
80 C 3.3047 3.0016 -1.0799  -0.208
81 C 2.1693 2.9239 -2.0939  -0.079
82 C 1.3904 1.5872 -2.1338  -0.638
83 O 0.5181 1.4319 -2.9698  0.019
84 O 1.6917 0.7360 -1.1943  -0.318
85 H 1.7491 0.2942 6.1974  0.057
86 H 0.6988 1.5845 6.7999  0.071
87 H 2.4236 1.5898 7.1875  0.075
88 H 3.7131 1.0104 4.6472  0.089
89 H 4.1299 2.2175 2.5422  0.101
90 H 0.6525 4.6066 3.2072  0.107
91 H 0.2471 3.4142 5.3456  0.107
92 H 2.0259 2.2938 0.3802  0.069
93 H 3.9767 2.1546 -1.2105  0.108
94 H 3.8854 3.9183 -1.1838  0.108
95 H 2.5405 3.1170 -3.1034  0.113
96 H 1.4286 3.7003 -1.8793  0.118


C43H40AsCaCl2F3N2O10P2S2 | wB97M-V/def2-TZVPD

Values from the calculation:
- Multiplicity: 1
- E_HOMO: -3.04 eV
- Frontier orbital gap: 6.6 eV
- Charge: -2

Last column: Löwdin charge in e.
Atoms and positions in Å:
1 Ca -1.4407 2.3271 -0.0055  1.432
2 C 4.4107 -2.7017 3.1869  -0.420
3 S 3.9165 -4.3865 2.7744  0.782
4 C 4.0629 -4.3776 0.9641  -0.501
5 C 2.7931 -4.0331 0.1946  -0.236
6 C 2.3693 -2.5916 0.4343  -0.326
7 N 1.2221 -2.1498 -0.3869  -0.465
8 P 1.5400 -1.0798 -1.7067  1.039
9 C 2.9105 -2.0379 -2.4864  -0.354
10 C 2.5334 -3.0253 -3.3981  -0.111
11 C 3.4767 -3.8585 -3.9824  -0.100
12 C 4.8232 -3.7050 -3.6747  -0.108
13 C 5.2156 -2.7086 -2.7903  -0.091
14 C 4.2655 -1.8805 -2.2033  -0.095
15 C 2.4840 0.3085 -0.9842  -0.379
16 C 3.0660 1.2149 -1.8724  -0.120
17 C 3.6836 2.3650 -1.4102  -0.088
18 C 3.7278 2.6314 -0.0484  -0.091
19 C 3.1476 1.7444 0.8419  -0.091
20 C 2.5223 0.5917 0.3789  -0.111
21 P -0.1736 -1.8823 0.6447  1.064
22 C -0.4477 -3.6281 1.2017  -0.355
23 C -0.7680 -4.6628 0.3223  -0.090
24 C -0.9372 -5.9557 0.7885  -0.094
25 C -0.7910 -6.2342 2.1460  -0.105
26 C -0.4765 -5.2142 3.0285  -0.096
27 C -0.3051 -3.9161 2.5535  -0.107
28 C -1.6286 -1.7921 -0.4698  -0.377
29 C -1.7051 -2.1658 -1.8102  -0.128
30 C -2.9189 -2.1091 -2.4824  -0.088
31 C -4.0648 -1.6815 -1.8256  -0.092
32 C -3.9963 -1.2937 -0.4953  -0.077
33 C -2.7830 -1.3451 0.1731  -0.112
34 H 4.4899 -2.6539 4.2727  0.025
35 H 3.6879 -1.9541 2.8657  0.023
36 H 5.3865 -2.4677 2.7603  0.034
37 H 4.4105 -5.3736 0.6868  0.063
38 H 4.8673 -3.6819 0.7054  0.073
39 H 1.9826 -4.7059 0.4844  0.096
40 H 2.9869 -4.1949 -0.8696  0.100
41 H 3.2219 -1.9278 0.2625  0.089
42 H 2.1187 -2.4798 1.4960  0.072
43 H 1.4829 -3.1439 -3.6425  0.096
44 H 3.1623 -4.6240 -4.6815  0.095
45 H 5.5633 -4.3522 -4.1294  0.091
46 H 6.2640 -2.5751 -2.5514  0.096
47 H 4.5770 -1.1046 -1.5128  0.104
48 H 3.0116 1.0318 -2.9396  0.085
49 H 4.0954 3.0740 -2.1175  0.101
50 H 4.1732 3.5501 0.3110  0.101
51 H 3.1431 1.9537 1.9039  0.096
52 H 2.0400 -0.0593 1.0999  0.062
53 H -0.8845 -4.4428 -0.7325  0.099
54 H -1.1876 -6.7504 0.0957  0.095
55 H -0.9246 -7.2464 2.5087  0.092
56 H -0.3556 -5.4219 4.0844  0.096
57 H -0.0471 -3.1158 3.2388  0.099
58 H -0.8185 -2.4794 -2.3428  0.062
59 H -2.9595 -2.3748 -3.5323  0.097
60 H -5.0024 -1.6088 -2.3645  0.097
61 H -4.8619 -0.8821 0.0084  0.111
62 H -2.7214 -0.9711 1.1871  0.073
63 Cl -4.0547 2.6666 -7.0722  0.577
64 C -3.1954 2.2720 -5.5941  -0.684
65 C -1.8585 1.8640 -5.6670  -0.151
66 C -1.1782 1.5491 -4.5238  -0.561
67 Cl 0.4833 1.0451 -4.6533  0.667
68 C -1.7514 1.6116 -3.1990  -0.419
69 O -1.0891 1.3147 -2.1767  -0.153
70 C -3.1350 2.0200 -3.1995  -0.122
71 C -3.9328 2.0446 -1.9918  -0.198
72 O -3.5932 1.6771 -0.8800  -0.069
73 C -3.8153 2.3485 -4.3789  -0.087
74 H -1.3590 1.8015 -6.6245  0.094
75 H -4.9720 2.3983 -2.1335  0.129
76 H -4.8525 2.6580 -4.3119  0.106
77 O -3.3691 0.7910 4.3006  -0.285
78 As -3.5468 1.7822 2.8119  0.863
79 O -5.0647 1.6453 2.2359  -0.482
80 O -2.2692 1.1966 1.9060  -0.605
81 C -3.3456 3.4927 3.7640  -0.209
82 C -4.0301 3.5160 4.9764  -0.101
83 C -4.0784 4.6687 5.7515  -0.098
84 C -3.4422 5.8234 5.3218  -0.098
85 C -2.7577 5.8178 4.1141  -0.068
86 C -2.7128 4.6657 3.3457  -0.252
87 S -1.8091 4.6850 1.8079  0.434
88 O -0.7185 3.7321 2.0272  -0.389
89 O -1.4180 6.0403 1.5258  -0.299
90 O -2.7724 4.0885 0.8709  -0.427
91 H -2.9309 -0.0174 4.0268  0.012
92 H -4.5321 2.6228 5.3226  0.095
93 H -4.6198 4.6588 6.6902  0.091
94 H -3.4800 6.7263 5.9196  0.091
95 H -2.2555 6.7027 3.7449  0.104
96 N 0.7443 1.1757 3.1130  0.032
97 H 0.5211 1.8244 3.8649  0.010
98 H -0.1589 0.7546 2.8873  -0.027
99 H 0.9091 1.8011 2.3256  -0.021
100 F 1.8260 5.1544 -2.6607  0.120
101 C 1.0322 5.4487 -1.6076  -0.551
102 F 0.3600 6.5507 -1.9370  0.143
103 F 1.8487 5.7693 -0.6010  0.139
104 C 0.1146 4.2382 -1.2765  -0.606
105 O -1.0411 4.2486 -1.7248  0.000
106 O 0.6651 3.3406 -0.5968  -0.082